Record 1
The following is a DFT calculation (ωB97M-V/def2-TZVPD) of a molecular structure, C38H30BrCl5EuN3OP2STe in a non-equilibrium geometry.

As for the spin multiplicity: 7. As for the total charge: 0. The energy comes out at -8639.6422 Eh.

Geometry (Å):
Eu1 -14.143141 0.239054 -16.882855
Cl1 -20.014732 4.300439 -19.992229
C1 -18.524347 3.719514 -19.328209
C2 -18.519040 2.562795 -18.432037
Cl2 -19.949055 1.742731 -17.841941
C3 -17.291078 1.987142 -17.944508
Cl3 -17.267158 0.374222 -17.191570
C4 -15.987928 2.514911 -18.339303
O1 -14.906344 1.784269 -18.364458
C5 -16.017995 3.804474 -18.991855
Cl4 -14.423204 4.536031 -19.114956
C6 -17.265642 4.377315 -19.578989
Cl5 -17.161303 5.694506 -20.751951
Te1 -8.995911 -1.229767 -18.326743
C7 -7.035161 -1.082817 -19.234292
C8 -6.823403 -0.410006 -20.429239
C9 -5.530595 -0.460250 -20.966428
N1 -4.570100 -1.249058 -20.477781
C10 -4.800087 -1.924890 -19.369247
C11 -6.024241 -1.857863 -18.721181
C12 -10.165364 0.338349 -18.894368
P1 -10.188725 1.583392 -17.637445
C13 -8.434455 1.610667 -17.108607
C14 -7.379909 1.810180 -17.995278
C15 -6.122435 2.056422 -17.461848
C16 -5.874212 1.993182 -16.087915
C17 -6.934193 1.598748 -15.231242
C18 -8.158612 1.309211 -15.763879
C19 -10.244664 3.192582 -18.440980
C20 -9.531847 3.406236 -19.622344
C21 -9.334130 4.740330 -20.072888
C22 -9.654625 5.804516 -19.249259
C23 -10.426916 5.540379 -18.121756
C24 -10.757833 4.261387 -17.717292
P2 -11.767967 -0.206538 -19.557535
C25 -11.312032 -1.712122 -20.504778
C26 -10.231587 -1.602013 -21.391238
C27 -9.798125 -2.659125 -22.160888
C28 -10.508087 -3.852033 -22.159969
C29 -11.534802 -4.032455 -21.238776
C30 -11.983406 -2.960696 -20.484205
C31 -12.222216 0.774541 -21.030593
C32 -13.638595 0.692448 -21.132966
C33 -14.196311 0.927113 -22.391027
C34 -13.365796 1.142373 -23.498878
C35 -12.013236 1.422907 -23.294282
C36 -11.431829 1.256166 -22.075287
H1 -7.532179 0.292095 -20.949797
H2 -5.222747 0.126968 -21.843007
H3 -3.923043 -2.461156 -19.007708
H4 -6.249869 -2.496951 -17.884353
H5 -7.558054 1.967169 -19.045365
H6 -5.282105 2.357434 -18.141645
H7 -4.873245 2.136251 -15.662616
H8 -6.796715 1.569911 -14.143106
H9 -8.970475 0.905706 -15.143197
H10 -9.051112 2.567092 -20.149013
H11 -8.943565 4.824669 -21.106007
H12 -9.481743 6.853853 -19.493564
H13 -10.767912 6.365040 -17.494100
H14 -11.392598 4.070198 -16.880085
H15 -9.571965 -0.712585 -21.355220
H16 -8.841389 -2.575999 -22.719489
H17 -10.092808 -4.665536 -22.764448
H18 -12.093284 -4.966662 -21.314980
H19 -12.834251 -3.122209 -19.801754
H20 -14.173230 0.458849 -20.219383
H21 -15.277595 0.992530 -22.476332
H22 -13.848075 1.256433 -24.472159
H23 -11.406791 1.795458 -24.154002
H24 -10.408854 1.586728 -21.940929
Br1 -12.983419 1.773092 -14.983545
C37 -13.361032 -3.344907 -13.530683
N2 -14.142784 -2.624258 -14.598190
C38 -13.762546 -2.534047 -15.929305
N3 -12.468578 -2.436169 -16.263754
S1 -14.938570 -2.448590 -17.090392
H25 -13.972039 -3.604360 -12.659563
H26 -12.574754 -2.757932 -13.138632
H27 -12.854439 -4.232248 -13.961096
H28 -15.128895 -2.762095 -14.537853
H29 -11.727766 -2.497622 -15.518513
H30 -12.185789 -2.496067 -17.237117

Cartesian forces (eV/Å) of the 6 atoms listed first:
Eu 0.070 0.278 -0.740
Cl 0.453 -0.166 0.220
C 1.472 -0.950 1.426
C 1.580 0.218 0.124
Cl 0.119 0.778 -0.736
C 0.086 1.101 -1.548

=====

Record 2
The following is a DFT calculation (ωB97M-V/def2-TZVPD) of a molecular structure, C38H30BrClIN4OS2TeTm in a non-equilibrium geometry.

As for the spin multiplicity: 3. As for the total charge: 0. The energy comes out at -7241.6682 Eh.

Geometry (Å):
Tm1 0.390033 0.938613 -0.253203
Br1 7.927860 1.311002 -1.526891
C1 6.063644 1.249473 -1.890143
C2 5.372392 2.477188 -2.324557
C3 4.008189 2.439539 -2.350269
C4 3.254226 1.290870 -1.854858
O1 1.929157 1.438018 -1.734381
C5 3.944954 0.134247 -1.349383
C6 3.210346 -0.933637 -0.695417
N1 2.006557 -0.763500 -0.099762
C7 1.404608 -1.850919 0.421958
C8 1.670585 -3.184333 0.139808
C9 1.179198 -4.255461 0.937228
C10 0.403850 -3.931482 2.030861
C11 0.095688 -2.623354 2.344034
C12 -0.629322 -2.318072 3.519327
C13 -0.853751 -0.955385 3.803076
C14 -0.418378 0.068646 2.929899
N2 0.174790 -0.181657 1.723533
C15 0.527914 -1.518438 1.517084
C16 5.313752 0.113077 -1.606115
H1 5.910871 3.449772 -2.484085
H2 3.387033 3.262168 -2.712318
H3 3.657498 -1.925701 -0.617681
H4 2.322621 -3.416500 -0.686060
H5 1.372766 -5.267815 0.737657
H6 0.017685 -4.732848 2.672617
H7 -0.995795 -3.148738 4.121214
H8 -1.345787 -0.656300 4.769310
H9 -0.461880 1.137984 3.157128
H10 5.829485 -0.786124 -1.233610
I1 -0.556842 3.418941 -2.615580
C17 -1.302228 3.426495 -0.644179
C18 -1.486431 4.652657 0.045399
C19 -2.123407 4.683945 1.288067
C20 -2.761057 3.543409 1.757388
C21 -2.629654 2.406055 0.979951
N3 -1.696446 2.276825 -0.040129
H11 -1.050432 5.554661 -0.367542
H12 -2.213994 5.666133 1.786745
H13 -3.426354 3.572628 2.638482
H14 -3.242863 1.546179 1.105903
N4 -0.931601 -0.380066 -1.476490
S1 -0.666881 -1.584872 -2.587477
C22 -1.567535 -2.967966 -1.847124
C23 -2.234325 -3.101806 -0.634725
C24 -2.804487 -4.307947 -0.262469
C25 -2.601088 -5.410006 -1.108923
C26 -2.009109 -5.310406 -2.317834
C27 -1.426044 -4.082497 -2.659678
C28 -1.839855 -1.125062 -3.871707
C29 -1.344642 -0.794952 -5.158099
C30 -2.182124 -0.560893 -6.252972
C31 -3.550548 -0.605013 -6.050360
C32 -4.049849 -0.905389 -4.805073
C33 -3.231395 -1.199638 -3.710466
H15 -1.898164 -0.083446 -1.691756
H16 -2.473490 -2.293530 0.071104
H17 -3.340029 -4.331461 0.672094
H18 -2.957715 -6.420805 -0.807294
H19 -1.980353 -6.153298 -2.968885
H20 -0.696264 -4.141363 -3.450885
H21 -0.272711 -0.765930 -5.359157
H22 -1.686620 -0.214387 -7.143055
H23 -4.236468 -0.565775 -6.846973
H24 -5.137862 -0.865217 -4.650665
H25 -3.661161 -1.497451 -2.750077
Cl1 1.956534 3.403669 2.550850
C34 1.670548 2.619316 0.990198
H26 2.588435 1.886834 0.998819
H27 1.878609 3.499459 0.320305
Te1 2.066603 0.653589 5.075701
C35 1.472186 2.440710 5.805990
C36 0.102724 2.799289 5.810132
C37 -0.126980 4.071282 6.345152
C38 1.060224 4.746007 6.713970
S2 2.457468 3.811029 6.400135
H28 -0.615517 2.013121 5.563105
H29 -1.115686 4.434531 6.574001
H30 1.204092 5.682076 7.180082

Cartesian forces (eV/Å) of the 6 atoms listed first:
Tm 2.228 1.668 0.498
Br -0.276 -0.131 -0.336
C -1.525 0.976 -0.659
C 1.074 -0.930 1.001
C -0.999 -1.128 -0.057
C -1.514 1.029 1.034